Molecular formula: C52H42BrN2O6Ti
Method: DFT, ωB97M-V with the def2-TZVPD basis set

```
104
Properties=species:S:1:pos:R:3:mulliken_charge:R:1
Ti -0.44 -0.20 0.28 -0.68
O -0.75 1.29 1.33 0.86
C -0.58 2.66 1.14 2.76
C 0.08 2.91 -0.24 -1.10
C -0.75 2.35 -1.35 0.10
C -1.30 3.22 -2.28 -0.97
C -2.08 2.72 -3.31 -1.10
C -2.31 1.36 -3.36 -1.00
C -1.76 0.53 -2.39 -0.48
C -2.10 -0.92 -2.38 -0.87
C -2.90 -1.25 -1.10 2.77
O -2.16 -0.84 0.00 -0.07
C -3.16 -2.74 -0.96 -0.54
C -3.87 -3.15 0.17 0.20
C -4.14 -4.49 0.40 -0.79
C -3.72 -5.44 -0.52 -0.55
C -3.01 -5.05 -1.64 -1.06
C -2.73 -3.70 -1.86 -0.09
C -4.22 -0.48 -1.18 -0.36
C -5.32 -0.98 -1.86 -0.43
C -6.47 -0.22 -2.00 -0.82
C -6.54 1.05 -1.45 -0.86
C -5.45 1.55 -0.76 -0.17
C -4.30 0.79 -0.62 0.49
N -0.98 1.01 -1.40 1.46
C 0.33 3.20 2.26 -0.34
C 1.03 4.39 2.15 0.06
C 1.82 4.84 3.20 -1.04
C 1.91 4.11 4.37 -0.48
C 1.21 2.92 4.48 -0.91
C 0.43 2.47 3.43 -0.44
C -1.93 3.37 1.26 0.51
C -3.00 2.68 1.82 -0.55
C -4.23 3.30 1.98 -0.62
C -4.41 4.62 1.59 -0.65
C -3.34 5.31 1.04 -0.84
C -2.11 4.69 0.88 -0.38
H 0.24 3.97 -0.43 1.26
H 1.05 2.41 -0.21 -0.47
H -1.10 4.27 -2.19 0.48
H -2.52 3.38 -4.04 0.42
H -2.94 0.92 -4.12 0.49
H -2.68 -1.16 -3.27 0.93
H -1.18 -1.51 -2.37 -0.44
H -4.18 -2.40 0.89 0.27
H -4.67 -4.79 1.29 0.42
H -3.92 -6.49 -0.34 0.37
H -2.65 -5.79 -2.34 0.40
H -2.13 -3.42 -2.71 0.38
H -5.27 -1.98 -2.29 0.45
H -7.32 -0.63 -2.54 0.41
H -7.44 1.64 -1.56 0.40
H -5.49 2.54 -0.32 0.43
H -3.45 1.18 -0.08 -0.64
H 0.99 4.98 1.25 0.26
H 2.37 5.77 3.10 0.39
H 2.53 4.45 5.19 0.42
H 1.28 2.33 5.39 0.42
H -0.10 1.52 3.49 0.38
H -2.86 1.65 2.11 0.23
H -5.06 2.75 2.41 0.41
H -5.37 5.11 1.71 0.39
H -3.46 6.34 0.73 0.44
H -1.29 5.25 0.46 0.28
O -1.87 -4.94 3.28 -0.54
C -1.43 -3.69 2.96 0.92
C -1.56 -2.62 3.87 -1.20
C -1.11 -1.38 3.49 -0.84
N -0.56 -1.22 2.28 0.91
C -0.45 -2.18 1.40 0.14
Br 0.68 -2.61 -1.46 -0.59
C -0.87 -3.48 1.71 -1.04
H -2.22 -4.93 4.18 0.29
H -2.02 -2.77 4.84 0.29
H -1.20 -0.52 4.14 0.46
H -0.78 -4.28 0.99 0.50
O 2.10 -0.30 2.12 -0.21
C 3.22 -0.10 1.26 3.62
C 2.65 0.27 -0.14 -1.01
O 3.42 0.58 -1.02 -0.74
O 1.39 0.16 -0.24 -0.05
C 4.09 1.02 1.84 -0.63
C 4.77 0.76 3.03 -0.20
C 5.52 1.73 3.65 -0.99
C 5.63 3.00 3.08 -0.44
C 4.96 3.26 1.90 -0.92
C 4.20 2.28 1.28 0.03
C 4.01 -1.39 1.08 -0.63
C 5.34 -1.37 0.67 -0.37
C 6.01 -2.56 0.46 -0.78
C 5.37 -3.78 0.65 -0.48
C 4.04 -3.79 1.03 -0.84
C 3.36 -2.60 1.24 -0.37
H 2.42 -0.50 3.01 0.42
H 4.71 -0.23 3.46 0.41
H 6.04 1.51 4.57 0.40
H 6.22 3.76 3.56 0.39
H 5.04 4.24 1.44 0.43
H 3.72 2.50 0.34 0.42
H 5.83 -0.43 0.50 0.50
H 7.05 -2.54 0.14 0.39
H 5.89 -4.71 0.48 0.37
H 3.51 -4.73 1.14 0.44
H 2.30 -2.61 1.50 0.32
```

The value obtained for the total energy is -163035.935 eV. The strongest force on any atom is 4.2 eV/Å. The LUMO energy comes out at 2.36 eV. Its net charge is -1. The relative energy (zero: lowest compared OMol25 entry of this formula, charge and spin) comes out at 5.36 kcal/mol. The HOMO-LUMO gap comes out at 6.6 eV.

=====

Molecular formula: C52H44IN7O2P2SSr
Method: DFT, ωB97M-V with the def2-TZVPD basis set

```
110
Properties=species:S:1:pos:R:3:mulliken_charge:R:1
Sr 1.20 1.11 1.93 1.67
N -2.66 6.72 4.82 -0.60
C -2.14 5.81 3.86 1.20
C -1.94 4.48 4.20 -0.89
C -1.40 3.58 3.28 -0.93
C -1.07 4.05 2.01 -0.25
C -1.24 5.39 1.66 -0.55
C -1.79 6.26 2.58 -0.80
S -0.30 2.98 0.88 2.64
O -0.80 1.63 1.23 -0.88
O -0.63 3.44 -0.45 -0.74
N 1.26 3.27 1.30 -0.94
C 2.14 2.78 0.27 0.70
N 3.29 3.44 0.02 -0.64
C 4.03 2.96 -0.98 -0.54
C 3.68 1.84 -1.76 -0.83
C 2.54 1.19 -1.40 -0.48
N 1.74 1.64 -0.37 0.13
H -3.18 6.29 5.56 0.24
H -3.16 7.49 4.42 0.22
H -2.20 4.13 5.20 0.23
H -1.23 2.54 3.56 0.56
H -0.95 5.72 0.67 0.48
H -1.94 7.31 2.32 0.26
H 4.95 3.49 -1.18 0.42
H 4.30 1.50 -2.58 0.42
H 2.22 0.28 -1.90 0.30
N 10.64 -4.71 0.13 -0.58
C 9.69 -4.10 0.28 -0.08
C 8.43 -3.30 0.47 0.68
C 8.18 -2.22 -0.35 -0.81
C 7.02 -1.47 -0.18 0.20
C 6.11 -1.80 0.82 -0.89
C 6.36 -2.89 1.63 0.24
C 7.53 -3.64 1.46 -0.75
C 4.85 -0.99 1.03 0.93
C 5.01 0.20 1.73 -0.12
C 6.29 0.81 2.08 -0.68
C 5.98 2.00 2.68 -1.32
C 4.53 2.06 2.70 -0.63
N 3.97 1.01 2.16 0.87
C 3.68 -1.58 0.53 -0.42
C 3.63 -2.75 -0.31 -1.47
C 2.29 -2.99 -0.54 -0.96
C 1.59 -1.97 0.19 -0.17
N 2.40 -1.13 0.81 0.93
H 8.89 -1.97 -1.14 0.40
H 6.81 -0.62 -0.81 0.52
H 5.64 -3.14 2.40 0.57
H 7.74 -4.49 2.10 0.41
H 7.27 0.40 1.87 0.44
H 6.67 2.75 3.08 0.39
H 3.91 2.87 3.11 0.49
H 4.48 -3.30 -0.71 0.43
H 1.84 -3.79 -1.13 0.50
H 0.51 -1.89 0.32 0.06
I 1.14 -1.41 4.00 -0.62
C 1.30 2.14 4.63 -1.10
H 1.16 3.28 4.65 0.09
H 2.32 1.87 4.96 0.30
H 0.54 1.67 5.29 0.24
C -4.22 -0.86 -0.19 -1.40
P -2.47 -0.43 0.47 -0.28
C -1.70 -2.11 0.52 -0.17
C -1.37 -2.55 1.81 -0.64
C -0.87 -3.85 2.02 -0.69
C -0.71 -4.71 0.95 -0.58
C -1.02 -4.27 -0.35 -1.06
C -1.50 -2.98 -0.56 1.05
C -1.81 0.32 -1.11 1.99
C -0.65 -0.08 -1.79 0.32
C -0.19 0.64 -2.90 -0.80
C -0.83 1.80 -3.32 -0.83
C -1.94 2.25 -2.61 -0.80
C -2.41 1.52 -1.51 -1.38
P -4.68 -2.28 -1.27 -0.19
C -6.47 -1.84 -1.61 0.54
C -7.12 -2.49 -2.66 -0.40
C -8.47 -2.24 -2.96 -0.60
C -9.20 -1.34 -2.19 -0.42
C -8.58 -0.71 -1.13 -0.62
C -7.22 -0.97 -0.83 -0.34
C -4.03 -1.88 -2.96 0.38
C -3.44 -2.91 -3.67 -0.17
C -2.95 -2.70 -4.97 -0.54
C -3.06 -1.45 -5.55 -0.51
C -3.67 -0.41 -4.85 -0.49
C -4.16 -0.63 -3.56 -0.21
H -4.61 0.06 -0.61 0.77
H -4.78 -1.08 0.72 0.69
H -1.46 -1.88 2.65 0.55
H -0.57 -4.14 3.03 0.41
H -0.34 -5.72 1.11 0.33
H -0.89 -4.94 -1.19 0.45
H -1.70 -2.65 -1.57 0.33
H -0.08 -0.94 -1.44 -0.24
H 0.70 0.30 -3.43 0.59
H -0.45 2.37 -4.16 0.38
H -2.43 3.19 -2.88 0.37
H -3.23 1.93 -0.93 0.23
H -6.56 -3.20 -3.27 0.33
H -8.94 -2.76 -3.79 0.36
H -10.24 -1.14 -2.42 0.35
H -9.14 -0.02 -0.51 0.36
H -6.77 -0.47 0.02 0.35
H -3.35 -3.89 -3.21 0.36
H -2.48 -3.52 -5.52 0.40
H -2.67 -1.27 -6.55 0.37
H -3.77 0.57 -5.31 0.37
H -4.65 0.18 -3.03 0.26
```

The value obtained for the total energy is -107513.716 eV. The strongest force on any atom is 9.3 eV/Å. The LUMO energy comes out at 3.58 eV. Its net charge is -2. The relative energy (zero: lowest compared OMol25 entry of this formula, charge and spin) comes out at 64.48 kcal/mol. The HOMO-LUMO gap comes out at 3.8 eV.

=====

Molecular formula: C52H45BBr2CsN11OS
Method: DFT, ωB97M-V with the def2-TZVPD basis set

```
114
Properties=species:S:1:pos:R:3:mulliken_charge:R:1
Cs -0.52 -1.98 0.22 1.05
C -1.71 6.21 -0.27 -1.34
C -2.10 4.86 0.24 0.70
C -3.19 4.51 1.00 -1.41
C -3.06 3.12 1.18 0.18
N -1.96 2.66 0.58 -0.80
N -1.39 3.73 0.00 1.26
B -0.07 3.64 -0.81 -0.23
N -0.26 2.85 -2.13 0.98
N -0.53 1.51 -2.21 -0.76
C -0.62 1.25 -3.51 -0.06
C -0.41 2.41 -4.28 -1.29
C -0.18 3.40 -3.36 0.66
C 0.10 4.85 -3.61 -1.49
C -0.92 -0.09 -4.05 0.56
C -0.49 -0.43 -5.33 -0.49
C -0.79 -1.66 -5.89 -0.70
C -1.49 -2.60 -5.17 -0.49
C -1.92 -2.30 -3.88 -0.77
C -1.66 -1.05 -3.35 -0.27
N 1.06 3.09 0.10 1.52
N 1.09 3.60 1.34 -1.19
C 2.24 3.24 1.87 0.47
C 2.98 2.45 0.96 -1.60
C 2.19 2.40 -0.17 0.74
C 2.50 1.74 -1.48 -1.21
C 2.61 3.72 3.21 0.58
C 3.93 3.66 3.66 -0.56
C 4.27 4.13 4.92 -0.60
C 3.31 4.68 5.75 -0.40
C 1.99 4.76 5.31 -0.58
C 1.64 4.28 4.05 -0.42
C -3.99 2.23 1.89 0.41
C -4.14 0.90 1.49 -0.41
C -5.06 0.07 2.12 -0.75
C -5.85 0.55 3.15 -0.29
C -5.70 1.87 3.56 -0.63
C -4.78 2.70 2.93 -0.57
H -2.45 6.94 0.06 0.38
H -1.67 6.24 -1.36 0.11
H -0.73 6.52 0.09 0.27
H -3.98 5.16 1.34 0.43
H 0.25 4.76 -1.14 -0.30
H -0.44 2.51 -5.35 0.48
H 0.13 5.03 -4.68 0.39
H 1.05 5.16 -3.17 0.28
H -0.67 5.49 -3.17 0.10
H 0.10 0.29 -5.90 0.32
H -0.43 -1.90 -6.89 0.40
H -1.70 -3.58 -5.60 0.42
H -2.48 -3.02 -3.30 0.38
H -2.07 -0.77 -2.38 1.05
H 3.93 1.97 1.10 0.38
H 3.55 1.46 -1.49 0.40
H 2.32 2.41 -2.33 0.28
H 1.90 0.85 -1.64 0.16
H 4.69 3.23 3.02 0.29
H 5.30 4.06 5.26 0.37
H 3.57 5.05 6.74 0.36
H 1.23 5.18 5.95 0.36
H 0.62 4.33 3.70 0.56
H -3.52 0.52 0.68 0.73
H -5.17 -0.96 1.79 0.56
H -6.57 -0.10 3.64 0.40
H -6.31 2.26 4.37 0.36
H -4.67 3.73 3.25 0.38
Br 6.31 -5.15 -0.17 -0.31
C 4.54 -4.44 0.08 0.37
C 3.56 -4.88 -0.72 -1.17
C 2.18 -4.23 -0.57 0.39
N 1.98 -3.44 0.64 -0.04
C 3.03 -3.17 1.39 0.53
C 4.35 -3.54 1.16 -1.11
C 2.67 -2.51 2.69 -0.07
C 3.44 -2.75 3.83 -0.72
C 2.99 -2.26 5.04 0.05
Br 4.00 -2.60 6.62 -0.24
C 1.82 -1.55 5.12 -0.78
C 1.15 -1.32 3.93 -0.73
N 1.55 -1.79 2.75 0.37
H 3.70 -5.62 -1.49 0.43
H 1.42 -5.02 -0.57 0.22
H 5.17 -3.23 1.79 0.45
H 4.34 -3.35 3.76 0.49
H 1.45 -1.16 6.06 0.44
H 0.24 -0.72 3.92 0.78
C -3.20 -1.89 4.51 -0.81
S -1.98 -2.66 3.46 0.49
C -3.01 -4.02 2.91 -0.99
O -1.83 -1.75 2.28 -0.52
H -3.53 -2.60 5.28 0.46
H -4.03 -1.58 3.87 -0.02
H -2.73 -1.02 4.97 0.32
H -3.34 -4.60 3.77 0.42
H -2.42 -4.64 2.23 0.28
H -3.87 -3.60 2.36 0.24
N -5.74 -7.32 -0.50 -0.64
C -5.23 -6.31 -0.25 0.46
N -4.75 -5.14 0.11 -0.68
C -3.64 -4.61 -0.31 0.50
N -2.67 -4.01 -0.59 -0.63
C 1.97 -3.52 -1.88 -0.27
C 2.03 -3.31 -3.07 -0.72
C 2.11 -3.12 -4.49 0.86
C 2.71 -1.98 -5.02 -0.49
C 2.87 -1.84 -6.39 -0.48
C 2.42 -2.83 -7.25 -0.48
C 1.81 -3.97 -6.73 -0.51
C 1.65 -4.11 -5.36 -0.40
H 3.06 -1.20 -4.35 0.54
H 3.33 -0.95 -6.79 0.40
H 2.55 -2.73 -8.33 0.37
H 1.45 -4.75 -7.39 0.35
H 1.17 -4.99 -4.95 0.47
```

The value obtained for the total energy is -225240.212 eV. The strongest force on any atom is 2.5 eV/Å. The LUMO energy comes out at 3.29 eV. Its net charge is -2. The relative energy (zero: lowest compared OMol25 entry of this formula, charge and spin) comes out at 23.43 kcal/mol. The HOMO-LUMO gap comes out at 5.4 eV.

=====

Molecular formula: C52H45BBr2CsN11OS
Method: DFT, ωB97M-V with the def2-TZVPD basis set

```
114
Properties=species:S:1:pos:R:3:mulliken_charge:R:1
Cs 0.75 0.82 0.24 1.42
C -4.74 -4.29 -0.40 -1.33
C -3.64 -3.68 0.40 0.39
C -3.32 -3.94 1.71 -1.01
C -2.14 -3.20 1.96 -0.49
N -1.80 -2.52 0.87 0.10
N -2.72 -2.81 -0.08 0.81
B -2.54 -2.33 -1.56 -0.13
N -1.09 -2.65 -2.00 0.97
N -0.35 -1.82 -2.76 -0.94
C 0.78 -2.45 -3.04 -0.06
C 0.77 -3.74 -2.45 -0.55
C -0.43 -3.81 -1.79 0.08
C -0.97 -4.96 -1.00 -1.27
C 1.84 -1.79 -3.81 0.88
C 3.01 -2.47 -4.16 -0.50
C 4.03 -1.83 -4.84 -0.71
C 3.90 -0.49 -5.19 -0.47
C 2.74 0.19 -4.86 -0.92
C 1.72 -0.45 -4.17 -0.01
N -2.92 -0.84 -1.74 0.08
N -2.03 0.18 -1.67 0.30
C -2.69 1.29 -1.94 -0.07
C -4.05 1.01 -2.17 -1.26
C -4.15 -0.35 -2.04 0.67
C -5.38 -1.19 -2.18 -1.59
C -1.97 2.57 -2.04 0.68
C -0.58 2.54 -2.19 0.70
C 0.15 3.71 -2.27 -0.94
C -0.50 4.94 -2.24 -0.36
C -1.88 4.98 -2.11 -0.70
C -2.61 3.80 -2.00 -0.89
C -1.37 -3.17 3.21 0.72
C -1.85 -3.84 4.33 -0.78
C -1.16 -3.83 5.53 -0.79
C 0.04 -3.14 5.62 -0.81
C 0.53 -2.47 4.51 -0.20
C -0.16 -2.48 3.31 0.00
H -5.29 -5.00 0.22 0.50
H -4.35 -4.83 -1.27 0.21
H -5.44 -3.55 -0.78 0.03
H -3.85 -4.61 2.37 0.50
H -3.33 -2.98 -2.21 -0.15
H 1.53 -4.51 -2.49 0.39
H -0.35 -5.84 -1.18 0.47
H -2.00 -5.20 -1.30 0.17
H -0.98 -4.75 0.07 0.07
H 3.12 -3.52 -3.89 0.30
H 4.94 -2.37 -5.09 0.37
H 4.71 0.04 -5.68 0.47
H 2.66 1.24 -5.10 0.39
H 0.82 0.08 -3.89 0.47
H -4.84 1.69 -2.45 0.45
H -6.17 -0.60 -2.64 0.42
H -5.74 -1.53 -1.21 0.12
H -5.20 -2.07 -2.80 0.35
H -0.11 1.57 -2.23 0.11
H 1.23 3.65 -2.33 0.44
H 0.07 5.86 -2.29 0.54
H -2.39 5.93 -2.07 0.37
H -3.69 3.84 -1.88 0.35
H -2.80 -4.37 4.27 0.25
H -1.56 -4.36 6.39 0.37
H 0.59 -3.12 6.56 0.41
H 1.45 -1.92 4.59 0.28
H 0.22 -1.93 2.46 0.90
Br 6.42 -4.09 0.89 -0.23
C 4.83 -3.07 0.95 -0.49
C 3.90 -3.17 -0.06 -0.39
C 2.76 -2.38 0.04 -0.72
N 2.52 -1.57 1.07 0.37
C 3.43 -1.48 2.04 0.26
C 4.62 -2.21 2.02 -0.79
C 3.13 -0.50 3.13 0.50
C 3.79 -0.52 4.36 -0.75
C 3.42 0.43 5.29 -0.01
Br 4.27 0.43 6.99 -0.22
C 2.44 1.36 5.01 -0.93
C 1.84 1.30 3.76 -0.24
N 2.18 0.39 2.86 0.74
H 4.05 -3.81 -0.92 0.57
H 2.00 -2.41 -0.74 0.54
H 5.37 -2.10 2.79 0.44
H 4.55 -1.26 4.59 0.40
H 2.15 2.11 5.73 0.47
H 1.09 2.03 3.44 0.34
C -3.87 -0.14 2.16 -0.98
S -2.32 0.65 1.68 0.59
C -2.74 2.31 2.22 -0.87
O -1.27 0.16 2.61 -0.51
H -4.69 0.36 1.64 0.38
H -3.97 -0.06 3.24 0.41
H -3.82 -1.19 1.85 0.07
H -3.53 2.69 1.57 0.36
H -1.83 2.90 2.11 -0.04
H -3.07 2.28 3.26 0.38
N 5.65 2.61 -4.55 -0.74
C 5.38 1.95 -3.63 0.62
N 5.20 1.15 -2.60 -0.73
C 4.05 1.23 -1.98 0.38
N 3.08 1.21 -1.33 -0.78
C 0.38 3.72 1.76 -1.82
C 0.55 4.79 1.18 0.26
C 0.79 6.03 0.52 0.80
C 1.97 6.23 -0.22 -0.51
C 2.19 7.39 -0.93 -0.53
C 1.24 8.41 -0.93 -0.42
C 0.07 8.24 -0.19 -0.41
C -0.15 7.07 0.52 -0.37
H 2.70 5.43 -0.25 0.52
H 3.10 7.51 -1.51 0.36
H 1.40 9.32 -1.50 0.35
H -0.68 9.02 -0.18 0.35
H -1.07 6.93 1.07 0.43
```

The value obtained for the total energy is -225240.962 eV. The strongest force on any atom is 0.6 eV/Å. The LUMO energy comes out at 3.29 eV. Its net charge is -2. The relative energy (zero: lowest compared OMol25 entry of this formula, charge and spin) comes out at 6.13 kcal/mol. The HOMO-LUMO gap comes out at 6.2 eV.

=====

- relative energy (zero: lowest compared OMol25 entry of this formula, charge and spin) of number 4 (C52H45BBr2CsN11OS)?
  6.13 kcal/mol